Arrangement 1

The following is a quantum chemistry calculation of an isolated ion of composition C6H13N2O and charge +1, from the Open Molecules 2025 dataset.

As for the charge: +1. The value obtained for the HOMO energy is -12.0 eV. The LUMO energy is -3.634 eV. As for the structure (SMILES): CN/C(C)=C\[N+](C)=C\O.

Last column: Löwdin charge in e.
Cartesian coordinates (Å):
C (-0.24, 0.99, 0.31)  -0.064
C (0.94, 0.31, 0.25)  -0.306
C (-1.78, -0.79, 0.48)  -0.113
C (2.20, 1.06, 0.54)  -0.009
C (-2.47, 1.26, -0.60)  0.034
C (2.26, -1.70, -0.35)  -0.055
N (-1.50, 0.42, 0.09)  -0.086
N (1.02, -1.00, -0.07)  -0.029
O (-2.89, -1.45, 0.27)  0.166
H (-0.26, 2.04, 0.51)  0.125
H (-1.07, -1.34, 1.08)  0.176
H (2.85, 1.07, -0.33)  0.100
H (2.73, 0.60, 1.36)  0.098
H (1.97, 2.09, 0.81)  0.090
H (-1.94, 1.88, -1.33)  0.117
H (-3.21, 0.68, -1.14)  0.098
H (-2.97, 1.92, 0.10)  0.123
H (2.58, -1.56, -1.39)  0.098
H (3.05, -1.35, 0.30)  0.085
H (2.10, -2.76, -0.17)  0.095
H (0.22, -1.41, -0.53)  0.123
H (-3.60, -0.96, -0.19)  0.135

=====

Arrangement 2

The following is a quantum chemistry calculation of a 2-piece molecular cluster, C6H13N2O overall, from the Open Molecules 2025 dataset.

As for the charge: +1. The value obtained for the HOMO energy (alpha / beta) is -13.8 / -12.1 eV. The LUMO energy (alpha / beta) is -4.693 / -4.704 eV.

Last column: Löwdin charge in e.
Cartesian coordinates (Å):
C (0.81, -1.96, 0.60)  -0.026
C (0.21, 0.12, 0.99)  0.028
C (0.83, 0.07, -0.37)  -0.527
C (-0.01, 0.57, -1.51)  -0.011
C (2.25, 0.80, -0.49)  -0.016
C (-2.93, 0.71, 0.74)  -0.215
N (1.05, -1.32, -0.56)  0.138
N (0.41, -1.13, 1.48)  0.104
O (-2.03, -0.22, 1.09)  -0.132
H (0.58, -3.07, 0.63)  0.200
H (0.09, 0.97, 1.69)  0.172
H (-0.24, 1.59, -1.39)  0.095
H (-0.89, -0.06, -1.54)  0.092
H (0.55, 0.34, -2.45)  0.118
H (2.21, 1.92, -0.67)  0.099
H (2.68, 0.53, -1.49)  0.090
H (3.11, 0.76, 0.33)  0.129
H (-3.00, 1.54, 1.39)  0.067
H (-3.83, 0.06, 0.87)  0.134
H (-2.95, 1.00, -0.32)  0.087
H (0.95, -1.79, -1.44)  0.172
H (0.16, -1.43, 2.43)  0.203

=====

Going by the energies, arrangement 1 is most stable and the next is 0.1176 hartree up.

=====

Arrangement 1

The following is a quantum chemistry calculation of an isolated ion of composition C4H10NO and charge -1, from the Open Molecules 2025 dataset.

As for the charge: -1. The value obtained for the HOMO energy is -2.1 eV. The LUMO energy is 4.296 eV. As for the structure (SMILES): CNCCC[O-].

Last column: Löwdin charge in e.
Cartesian coordinates (Å):
C (0.70, -1.79, -0.42)  -0.115
N (0.77, -1.15, 0.96)  -0.157
C (-0.03, 0.05, 1.13)  -0.277
C (0.00, 1.18, 0.07)  -0.249
C (-1.15, 1.23, -0.90)  -0.637
O (-1.33, 0.17, -1.67)  -0.322
H (1.12, -2.82, -0.35)  0.050
H (1.46, -1.24, -0.97)  0.061
H (-0.36, -1.88, -0.62)  0.063
H (1.74, -1.13, 1.23)  0.066
H (0.22, 0.53, 2.09)  0.090
H (-1.07, -0.26, 1.22)  0.103
H (0.09, 2.19, 0.52)  0.087
H (0.93, 1.07, -0.52)  0.093
H (-2.09, 1.62, -0.32)  0.077
H (-1.01, 2.23, -1.46)  0.067

=====

Arrangement 2

The following is a quantum chemistry calculation of C4H10NO as an isolated structure, from the Open Molecules 2025 dataset.

As for the charge: -1. The value obtained for the HOMO energy is -2.4 eV. The LUMO energy is 4.243 eV.

Last column: Löwdin charge in e.
Cartesian coordinates (Å):
C (1.25, -0.25, -0.77)  -0.429
O (0.97, 0.57, -1.66)  -0.143
C (0.47, -0.58, 0.43)  -0.552
C (-0.88, 0.14, 0.48)  -0.234
C (-0.85, 1.58, 0.94)  -0.128
N (0.78, -1.61, 1.27)  -0.094
H (-0.91, -1.81, -3.18)  0.020
H (2.10, -0.93, -0.85)  0.100
H (1.27, 0.42, 0.46)  0.168
H (-1.27, 0.10, -0.54)  0.087
H (-1.49, -0.57, 1.03)  0.085
H (-0.47, 1.72, 1.96)  0.070
H (-1.79, 2.11, 0.83)  0.051
H (-0.13, 2.09, 0.30)  0.055
H (-0.24, -1.72, -2.83)  0.019
H (1.19, -1.25, 2.12)  -0.075

=====

Arrangement 3

The following is a quantum chemistry calculation of an isolated ion of composition C4H10NO and charge -1, from the Open Molecules 2025 dataset.

As for the charge: -1. The value obtained for the HOMO energy is -2.5 eV. The LUMO energy is 4.124 eV. As for the structure (SMILES): CCNCC[O-].

Last column: Löwdin charge in e.
Cartesian coordinates (Å):
C (2.43, 0.15, -0.32)  -0.128
C (0.95, -0.15, -0.49)  -0.348
N (0.16, -0.17, 0.72)  -0.108
C (-1.12, 0.55, 0.80)  -0.259
C (-2.17, -0.22, -0.03)  -0.567
O (-2.20, -1.51, 0.33)  -0.350
H (2.92, 0.15, -1.30)  0.053
H (2.85, -0.64, 0.31)  0.058
H (2.57, 1.10, 0.19)  0.057
H (0.52, 0.58, -1.21)  0.099
H (0.80, -1.10, -1.02)  0.107
H (-0.26, -1.11, 0.76)  0.070
H (-0.98, 1.62, 0.61)  0.088
H (-1.47, 0.43, 1.83)  0.089
H (-3.10, 0.41, -0.06)  0.068
H (-1.88, -0.09, -1.13)  0.071

=====

Arrangement 4

The following is a quantum chemistry calculation of a 2-piece molecular cluster, C4H10NO overall, from the Open Molecules 2025 dataset.

As for the charge: -1. The value obtained for the HOMO energy is -3.0 eV. The LUMO energy is 4.135 eV.

Last column: Löwdin charge in e.
Cartesian coordinates (Å):
C (3.30, -1.08, -0.56)  -0.062
C (-2.00, 0.35, -0.93)  -0.373
N (-2.78, -0.49, -0.21)  -0.091
C (-1.20, -0.08, 0.39)  -0.230
C (0.27, 0.76, 0.25)  -0.498
O (1.10, 0.57, 1.23)  -0.278
H (2.57, -0.75, 0.19)  -0.009
H (4.21, -1.37, -0.04)  0.002
H (3.05, -1.91, -1.21)  0.005
H (-2.37, 1.38, -0.86)  0.088
H (-1.51, -0.05, -1.82)  0.089
H (3.42, -0.17, -1.16)  0.013
H (-0.79, -1.08, 0.45)  0.092
H (-1.51, 0.12, 1.41)  0.096
H (0.58, 0.33, -0.73)  0.073
H (0.00, 1.83, 0.25)  0.084

=====

Going by the energies, arrangement 3 is most stable and the next is 0.0262 hartree up.

=====

Arrangement 1

The following is a quantum chemistry calculation of an isolated ion of composition C4H10NO and charge -1, from the Open Molecules 2025 dataset.

As for the charge: -1. The value obtained for the HOMO energy is -2.2 eV. The LUMO energy is 4.382 eV. As for the structure (SMILES): CN[C@@H](C)C[O-].

Last column: Löwdin charge in e.
Cartesian coordinates (Å):
C (0.87, 1.34, -0.98)  -0.156
N (-0.28, 1.19, -0.09)  -0.107
C (-1.42, -1.00, -0.22)  -0.114
C (-0.46, -0.11, 0.57)  -0.425
C (0.86, -0.86, 0.90)  -0.541
O (1.71, -0.17, 1.66)  -0.358
H (0.90, 2.40, -1.22)  0.061
H (0.62, 0.88, -1.94)  0.061
H (1.77, 0.90, -0.55)  0.057
H (-0.33, 1.93, 0.59)  0.078
H (-1.93, -1.78, 0.35)  0.053
H (-2.19, -0.42, -0.75)  0.055
H (-0.91, -1.54, -1.02)  0.057
H (-0.97, 0.16, 1.49)  0.118
H (0.51, -1.82, 1.36)  0.081
H (1.27, -1.10, -0.13)  0.079

=====

Arrangement 2

The following is a quantum chemistry calculation of an isolated ion of composition C4H10NO and charge -1, from the Open Molecules 2025 dataset.

As for the charge: -1. The value obtained for the HOMO energy is -2.3 eV. The LUMO energy is 3.885 eV. As for the structure (SMILES): CN[C@H](C)C[O-].

Last column: Löwdin charge in e.
Cartesian coordinates (Å):
C (-2.15, 0.09, 0.00)  -0.168
N (-0.86, -0.12, 0.82)  -0.139
C (0.56, -0.72, -1.27)  -0.088
C (0.40, 0.29, -0.04)  -0.377
C (1.69, 0.32, 0.90)  -0.532
O (2.86, 0.53, 0.18)  -0.401
H (-2.17, -0.77, -0.74)  0.065
H (-3.06, 0.35, 0.58)  0.054
H (-2.16, 0.95, -0.66)  0.040
H (-0.46, -0.01, 1.89)  0.147
H (1.59, -0.75, -1.59)  0.042
H (-0.07, -0.39, -2.13)  0.045
H (0.09, -1.64, -0.83)  0.065
H (0.50, 1.32, -0.34)  0.096
H (1.73, -0.62, 1.63)  0.087
H (1.51, 1.17, 1.62)  0.063

=====

Going by the energies, arrangement 1 is most stable and the next is 0.0673 hartree up.

=====

Arrangement 1

The following is a quantum chemistry calculation of a single C7H10O molecule, from the Open Molecules 2025 dataset.

The value obtained for the HOMO energy is -8.9 eV. The LUMO energy is 1.122 eV. As for the structure (SMILES): C1O[C@H]2C[C@H]3C[C@@H]3[C@@H]12.

Last column: Löwdin charge in e.
Cartesian coordinates (Å):
C (-1.63, 1.26, -0.70)  -0.196
C (-1.04, -0.70, -0.55)  -0.180
C (0.49, -1.33, -0.77)  -0.049
C (1.04, -0.89, 0.64)  -0.197
C (1.97, 0.21, 1.18)  -0.030
C (0.68, 0.53, 0.43)  -0.282
C (-0.84, 0.61, 0.41)  -0.157
H (-1.14, 2.16, -1.07)  0.121
H (-2.66, 1.44, -0.33)  0.129
H (-1.93, -1.42, -0.46)  0.158
H (0.95, -0.91, -1.63)  0.094
H (0.44, -2.40, -0.91)  0.084
H (0.46, -1.33, 1.43)  0.128
H (2.93, 0.65, 0.85)  0.101
H (1.97, 0.45, 2.26)  0.097
H (0.91, 0.89, -0.63)  0.151
H (-1.18, 0.58, 1.44)  0.128
O (-1.40, 0.22, -1.58)  -0.100

=====

Arrangement 2

The following is a quantum chemistry calculation of a single C7H10O molecule, from the Open Molecules 2025 dataset.

The value obtained for the HOMO energy is -8.8 eV. The LUMO energy is 0.862 eV. As for the structure (SMILES): O[C@]12C[C@H]3C[C@@H]3[C@H]1C2.

Last column: Löwdin charge in e.
Cartesian coordinates (Å):
C (-0.97, 0.22, -0.02)  -0.412
C (0.07, 1.38, 0.79)  0.021
C (1.27, 0.69, 0.02)  -0.340
C (2.39, -0.09, -0.34)  -0.111
C (1.16, -0.69, 0.17)  -0.295
C (-0.20, -1.03, -0.46)  -0.118
C (-1.33, -1.17, 0.65)  -0.022
H (-2.51, 1.17, -0.16)  0.135
H (-0.01, 2.47, 0.21)  0.146
H (-0.31, 1.20, 1.90)  0.133
H (0.95, 0.93, -1.12)  0.186
H (3.53, -0.46, 0.14)  0.165
H (2.83, -0.02, -1.33)  0.088
H (1.24, -0.88, 1.17)  0.115
H (-0.17, -1.53, -1.54)  0.182
H (-0.91, -1.34, 1.69)  0.101
H (-2.25, -1.63, 0.87)  0.070
O (-2.10, 0.53, -0.84)  -0.045

=====

Arrangement 3

The following is a quantum chemistry calculation of C7H10O as an isolated structure, from the Open Molecules 2025 dataset.

The value obtained for the HOMO energy is -9.0 eV. The LUMO energy is 0.959 eV.

Last column: Löwdin charge in e.
Cartesian coordinates (Å):
C (-0.30, 2.37, 0.45)  -0.026
C (0.08, 0.95, 0.08)  -0.601
C (0.30, -0.23, 1.10)  -0.029
C (-0.21, -0.99, -0.09)  -0.434
C (-0.78, -2.32, -0.38)  -0.048
C (0.84, -0.56, -1.26)  0.007
C (1.08, 0.67, -0.94)  -0.058
H (-0.45, 3.03, -0.48)  0.092
H (-1.20, 2.41, 1.16)  0.087
H (0.53, 3.03, 1.22)  0.154
H (1.43, -0.61, 1.45)  0.170
H (-0.41, -0.14, 1.81)  0.076
H (-1.70, -2.04, 0.34)  0.136
H (-0.84, -3.01, -1.42)  0.152
H (-0.25, -3.08, 0.28)  0.084
H (1.43, -1.38, -1.87)  0.148
H (1.53, 1.63, -1.36)  0.142
O (-1.07, 0.26, -0.10)  -0.052

=====

Arrangement 4

The following is a quantum chemistry calculation of a single C7H10O molecule, from the Open Molecules 2025 dataset.

The value obtained for the HOMO energy is -7.8 eV. The LUMO energy is 0.593 eV.

Last column: Löwdin charge in e.
Cartesian coordinates (Å):
C (0.24, 0.07, -0.09)  -0.277
C (0.90, -2.29, 0.18)  -0.065
C (1.46, -0.87, 0.08)  -0.254
C (2.76, -0.60, 0.02)  0.082
C (0.55, 1.46, 0.63)  -0.030
C (-2.07, -0.87, -0.50)  -0.062
C (-0.90, -0.79, 0.43)  -0.263
O (-0.32, -2.25, 0.36)  -0.035
H (3.48, -1.37, 0.17)  0.065
H (2.96, 0.44, -0.16)  0.054
H (1.60, 1.81, 0.52)  0.073
H (0.58, 1.08, 1.65)  0.080
H (-0.25, 2.11, 0.27)  0.073
H (-2.50, 0.19, -0.68)  0.114
H (-1.80, -1.21, -1.53)  0.104
H (-2.80, -1.54, -0.05)  0.080
H (-1.22, -0.60, 1.48)  0.160
H (0.17, 0.35, -1.06)  0.101

=====

Going by the energies, arrangement 4 is most stable and the next is 0.0469 hartree up.